Entry from the OMol25 dataset: the molecule C5H7NO (ωB97M-V with the def2-TZVPD basis set).

Values from the calculation:
- Kohn-Sham gap (eV) = 10.6
- SMILES = O=C1CC[C@H]2CN12

Structure (ORCA input):
```
! RIJCOSX wB97M-V def2-TZVPD def2/J DEFGRID3
* xyz 0 1
O -2.45 -0.62 -0.21
N -0.27 -1.24 -0.71
C -0.85 0.97 0.23
C 0.56 -1.30 0.61
C 0.96 -0.44 -0.53
C -1.36 -0.36 -0.38
C 0.56 0.98 -0.27
H 0.19 -0.83 1.59
H -1.58 1.59 -0.18
H 1.79 -0.59 -1.25
H 1.57 1.39 0.20
H -1.00 1.03 1.43
H 1.23 -2.06 0.80
H 0.66 1.45 -1.31
*
```

The Mulliken scheme yields these atomic charges, measured in e:
1 O -0.422
2 N -0.542
3 C -0.773
4 C -0.457
5 C -0.067
6 C 0.601
7 C -0.263
8 H 0.135
9 H 0.341
10 H 0.381
11 H 0.280
12 H 0.193
13 H 0.366
14 H 0.228